# 1
The following is a quantum chemistry calculation of a 2-piece molecular cluster, C9H19N3O2S overall at a distorted geometry, from the Open Molecules 2025 dataset.

- total charge = 0
- relative energy (zero: lowest compared OMol25 entry of this formula, charge and spin) (kJ/mol) = 456.02
- gap between HOMO and LUMO (spin up / spin down) (eV) = 7.055 / 7.054

Atoms and positions in Å:
C1 -4.19726 2.57572 0.68192
C2 1.54355 0.60993 -0.70335
C3 1.71422 2.64846 0.32468
C4 -2.13527 -0.19066 0.49773
C5 2.06617 0.72354 1.67736
C6 1.08682 -1.09055 -2.25324
C7 -1.83703 -1.64815 0.89881
C8 -1.27300 -2.62010 -0.30933
C9 0.22984 -2.70131 -0.25829
N1 1.66064 1.27749 0.48893
N2 1.16814 -0.64119 -0.87222
N3 0.90067 -1.49439 0.09235
O1 -4.31347 2.82079 1.78468
O2 -4.06173 2.32769 -0.41167
S1 3.44300 3.21522 -0.08585
H1 1.80743 1.21114 -1.48311
H2 1.41650 3.21407 1.17676
H3 -2.71481 0.26878 1.34385
H4 -2.72362 -0.11794 -0.32661
H5 -1.33219 0.59410 0.55011
H6 1.35226 1.15662 2.52519
H7 2.04074 -0.32545 1.60118
H8 3.05906 1.08784 2.15066
H9 1.13028 -0.14109 -2.74825
H10 1.78967 -1.79450 -2.59209
H11 0.01217 -1.36246 -2.41249
H12 -1.06100 -1.60776 1.67849
H13 -2.76590 -2.21003 1.05278
H14 -1.67236 -3.63134 -0.18966
H15 -1.77196 -2.13814 -1.32356
H16 0.45136 -3.43031 0.60054
H17 0.51491 -3.23295 -1.19724
H18 1.09762 3.03271 -0.59068
H19 3.37453 3.61422 -1.36838


# 2
The following is a quantum chemistry calculation of one molecule with the formula C9H19N5O4 at a distorted geometry, from the Open Molecules 2025 dataset.

- total charge = 0
- structure (SMILES) = [H]/N=C(\N)NCCC[C@H](NC(=O)[C@@H](N)CO)C(=O)O
- relative energy (zero: lowest compared OMol25 entry of this formula, charge and spin) (kJ/mol) = 378.17
- gap between HOMO and LUMO (eV) = 8.721

Atoms and positions in Å:
H1 2.86546 -3.62432 1.33222
N1 2.12992 -3.89728 0.73898
C1 1.27458 -2.92984 0.91642
N2 1.48555 -1.70631 1.54333
N3 -0.04335 -3.06694 0.43412
C2 -1.13249 -2.13148 0.48796
C3 -1.78825 -1.97165 -0.95409
C4 -0.99822 -1.24652 -1.95471
C5 -0.45994 0.21229 -1.66884
N4 0.19004 0.27665 -0.38085
C6 0.87274 1.55589 -0.19064
O1 1.20401 2.33447 -1.13034
C7 1.18463 2.02635 1.33561
N5 1.56543 3.43836 1.23468
C8 -0.16019 1.86001 2.08954
O2 -0.09423 0.31861 2.37155
C9 -1.53785 1.19666 -1.75540
O3 -2.46413 1.26497 -0.90236
O4 -1.49684 2.11646 -2.78561
H2 1.20222 -0.99477 0.71096
H3 2.45792 -1.53572 1.56658
H4 -0.16555 -3.91576 -0.04429
H5 -1.84472 -2.42289 1.29448
H6 -0.73564 -1.11828 0.83436
H7 -2.10119 -2.90233 -1.45274
H8 -2.70561 -1.43624 -0.61801
H9 -1.57261 -1.11615 -2.87000
H10 -0.22911 -1.98601 -2.14197
H11 0.35694 0.34683 -2.40387
H12 -0.21117 0.23650 0.53520
H13 1.96071 1.44168 1.84401
H14 2.42604 3.39912 1.70588
H15 1.71993 3.72891 0.31509
H16 -0.03496 2.28778 3.01462
H17 -0.90330 2.25673 1.36641
H18 0.39438 0.50065 3.19835
H19 -0.89342 1.83671 -3.44004


# 3
The following is a quantum chemistry calculation of one molecule with the formula C9H19N5O4 at a distorted geometry, from the Open Molecules 2025 dataset.

- total charge = 0
- structure (SMILES) = [H]/N=C(\N)NCCC[C@H](N)C(=O)N[C@@H](CO)C(=O)O
- relative energy (zero: lowest compared OMol25 entry of this formula, charge and spin) (kJ/mol) = 372.63
- gap between HOMO and LUMO (eV) = 8.568

Atoms and positions in Å:
H1 3.29415 1.83852 -4.02334
N1 3.20795 1.00258 -3.47277
C1 2.18874 1.27368 -2.69905
N2 1.51532 2.56591 -2.61696
N3 1.71837 0.30313 -1.77211
C2 2.53414 -0.78233 -1.41831
C3 1.68173 -2.13933 -1.13876
C4 0.19118 -1.95304 -0.59160
C5 0.12309 -1.25644 0.78640
N4 1.16969 -1.65386 1.78811
C6 -1.05667 -1.55860 1.59324
O1 -1.29475 -2.73049 1.90415
N5 -1.82946 -0.62230 2.05695
C7 -1.96458 0.70303 1.36183
C8 -3.41992 1.16856 1.51504
O2 -4.23144 0.28542 2.22620
C9 -0.74882 1.53255 1.72531
O3 0.22398 0.93551 2.16467
O4 -0.87039 2.88430 1.53144
H2 1.64325 2.98299 -3.52995
H3 0.43162 2.49216 -2.50935
H4 0.88284 0.55514 -1.17687
H5 3.26794 -0.43490 -0.53940
H6 3.03988 -1.15503 -2.28613
H7 2.19211 -2.84192 -0.39472
H8 1.63229 -2.80180 -1.98108
H9 -0.09372 -3.07324 -0.29872
H10 -0.39345 -1.45457 -1.37644
H11 0.27724 -0.21988 0.53593
H12 1.96377 -1.14134 1.42715
H13 0.93625 -1.09837 2.66487
H14 -2.51112 -0.80168 2.76787
H15 -1.80658 0.57904 0.25011
H16 -3.94967 1.38210 0.52753
H17 -3.34660 2.14672 2.07753
H18 -4.77498 -0.08907 1.50088
H19 -1.82340 3.17687 1.42037


# 4
The following is a quantum chemistry calculation of one molecule with the formula C9H19NO4 at a distorted geometry, from the Open Molecules 2025 dataset.

- total charge = 0
- structure (SMILES) = [H]/N=C(\OC)C(OCC)(OCC)OCC
- gap between HOMO and LUMO (eV) = 9.873

Atoms and positions in Å:
H1 -2.81488 -1.60252 -1.49747
N1 -2.07231 -0.98757 -1.33589
C1 -1.49836 -1.02263 -0.23480
O1 -1.61933 -1.73452 0.84474
C2 -2.60232 -2.77030 0.97459
C3 -0.20260 0.07497 0.25600
O2 0.26897 0.73296 -0.87812
C4 -0.61478 1.70376 -1.32163
C5 -0.25977 2.10980 -2.76149
O3 0.79865 -0.74673 0.74347
C6 1.46171 -1.54758 -0.16775
C7 2.32312 -2.62401 0.57578
O4 -0.71694 0.94496 1.15041
C8 0.11142 1.74997 2.05738
C9 1.11656 2.83790 1.59305
H2 -3.56648 -2.44807 1.00961
H3 -2.55107 -3.32511 1.92603
H4 -2.68799 -3.57207 0.07992
H5 -1.63156 1.38668 -1.52110
H6 -0.70048 2.50455 -0.69784
H7 -0.73204 2.95456 -3.00506
H8 0.78628 2.20708 -2.59558
H9 -0.37467 1.36116 -3.53068
H10 0.73672 -1.99519 -0.74234
H11 2.09990 -0.97702 -0.71979
H12 1.65621 -3.26367 0.93491
H13 2.97895 -3.20886 0.00233
H14 2.92237 -2.08403 1.23564
H15 -0.60657 2.19941 2.63918
H16 0.51099 0.91683 2.60489
H17 1.44662 3.21079 2.46839
H18 1.87906 2.45684 1.03297
H19 0.65144 3.52224 1.04358


# 5
The following is a quantum chemistry calculation of one molecule with the formula C9H19O5PS, from the Open Molecules 2025 dataset.

- total charge = 0
- structure (SMILES) = CCP(CC)[C@@H]1OS(=O)(=O)CC[C@H]1COO
- relative energy (zero: lowest compared OMol25 entry of this formula, charge and spin) (kJ/mol) = 221.64
- gap between HOMO and LUMO (eV) = 9.276

Atoms and positions in Å:
C1 2.91860 1.45176 1.08621
C2 2.94988 0.65043 -0.21842
P1 1.34544 0.57861 -1.13192
C3 1.30207 -1.11756 -1.85786
C4 1.76628 -2.33557 -1.03411
C5 0.07291 0.46794 0.20963
O1 0.26933 -0.74583 0.99702
S1 -0.66813 -1.19872 2.19255
O2 -0.33177 -0.41973 3.34590
O3 -0.57243 -2.62166 2.21620
C6 -2.29683 -0.72883 1.67264
C7 -2.29362 0.59903 0.92793
C8 -1.36909 0.50935 -0.29331
C9 -1.62868 1.64074 -1.28208
O4 -3.00749 1.80669 -1.57091
O5 -3.40804 0.64379 -2.31068
H1 3.89478 1.39999 1.56998
H2 2.71199 2.50638 0.89609
H3 2.19017 1.06187 1.79535
H4 3.62531 1.15306 -0.91495
H5 3.37229 -0.33681 -0.03745
H6 1.86866 -1.04190 -2.78792
H7 0.26202 -1.25753 -2.16779
H8 0.91450 -2.95003 -0.75099
H9 2.23426 -2.04727 -0.09779
H10 2.47062 -2.94577 -1.59795
H11 0.25831 1.32527 0.86438
H12 -2.88336 -0.67847 2.58929
H13 -2.66001 -1.54215 1.04404
H14 -3.30994 0.86981 0.64701
H15 -1.90666 1.36887 1.60231
H16 -1.55606 -0.44622 -0.79605
H17 -1.34452 2.60617 -0.85575
H18 -1.08768 1.49132 -2.21516
H19 -4.10313 0.28293 -1.73544


# 6
The following is a quantum chemistry calculation of C9H19OPS as an isolated structure at a distorted geometry, from the Open Molecules 2025 dataset.

- total charge = 0
- relative energy (zero: lowest compared OMol25 entry of this formula, charge and spin) (kJ/mol) = 0.00
- gap between HOMO and LUMO (eV) = 9.627

Atoms and positions in Å:
C1 1.29991 0.03628 0.33708
C2 0.21615 1.18970 0.13606
C3 0.46558 -1.30491 0.11585
C4 2.64939 0.13690 -0.45337
C5 0.22600 1.72314 -1.23892
C6 0.26377 2.15934 1.27866
C7 0.41027 -1.89472 -1.23389
C8 0.78805 -2.35867 1.19918
C9 -3.90501 0.43541 -0.05131
O1 -1.45647 -0.17838 1.90364
P1 -1.06526 -0.18009 0.51656
S1 -2.54412 -0.37130 -0.99151
H1 1.32662 0.05113 1.40019
H2 2.65032 1.05960 -0.93672
H3 2.54476 -0.66286 -1.18411
H4 3.54813 0.05263 0.13942
H5 -0.85725 1.86292 -1.58559
H6 0.44664 0.95110 -2.04466
H7 0.74365 2.73131 -1.49224
H8 -0.55196 1.93715 1.97646
H9 0.06517 3.11928 0.82889
H10 1.26693 2.16740 1.84914
H11 -0.61127 -2.10316 -1.45182
H12 0.94347 -2.79192 -1.40581
H13 0.66698 -1.33895 -2.02866
H14 0.55630 -3.35822 0.88074
H15 0.51355 -2.14198 2.25527
H16 1.91185 -2.52625 1.14094
H17 -4.72603 0.06297 -0.61657
H18 -3.86659 1.47040 -0.26656
H19 -3.91955 0.06476 1.02363


Which formula does entry 1 have? C9H19N3O2S


What did the fourth record say?
The following is a quantum chemistry calculation of one molecule with the formula C9H19NO4 at a distorted geometry, from the Open Molecules 2025 dataset.

- total charge = 0
- structure (SMILES) = [H]/N=C(\OC)C(OCC)(OCC)OCC
- gap between HOMO and LUMO (eV) = 9.873

Atoms and positions in Å:
H1 -2.81488 -1.60252 -1.49747
N1 -2.07231 -0.98757 -1.33589
C1 -1.49836 -1.02263 -0.23480
O1 -1.61933 -1.73452 0.84474
C2 -2.60232 -2.77030 0.97459
C3 -0.20260 0.07497 0.25600
O2 0.26897 0.73296 -0.87812
C4 -0.61478 1.70376 -1.32163
C5 -0.25977 2.10980 -2.76149
O3 0.79865 -0.74673 0.74347
C6 1.46171 -1.54758 -0.16775
C7 2.32312 -2.62401 0.57578
O4 -0.71694 0.94496 1.15041
C8 0.11142 1.74997 2.05738
C9 1.11656 2.83790 1.59305
H2 -3.56648 -2.44807 1.00961
H3 -2.55107 -3.32511 1.92603
H4 -2.68799 -3.57207 0.07992
H5 -1.63156 1.38668 -1.52110
H6 -0.70048 2.50455 -0.69784
H7 -0.73204 2.95456 -3.00506
H8 0.78628 2.20708 -2.59558
H9 -0.37467 1.36116 -3.53068
H10 0.73672 -1.99519 -0.74234
H11 2.09990 -0.97702 -0.71979
H12 1.65621 -3.26367 0.93491
H13 2.97895 -3.20886 0.00233
H14 2.92237 -2.08403 1.23564
H15 -0.60657 2.19941 2.63918
H16 0.51099 0.91683 2.60489
H17 1.44662 3.21079 2.46839
H18 1.87906 2.45684 1.03297
H19 0.65144 3.52224 1.04358


Copy entry 1 word for word.
The following is a quantum chemistry calculation of a 2-piece molecular cluster, C9H19N3O2S overall at a distorted geometry, from the Open Molecules 2025 dataset.

- total charge = 0
- relative energy (zero: lowest compared OMol25 entry of this formula, charge and spin) (kJ/mol) = 456.02
- gap between HOMO and LUMO (spin up / spin down) (eV) = 7.055 / 7.054

Atoms and positions in Å:
C1 -4.19726 2.57572 0.68192
C2 1.54355 0.60993 -0.70335
C3 1.71422 2.64846 0.32468
C4 -2.13527 -0.19066 0.49773
C5 2.06617 0.72354 1.67736
C6 1.08682 -1.09055 -2.25324
C7 -1.83703 -1.64815 0.89881
C8 -1.27300 -2.62010 -0.30933
C9 0.22984 -2.70131 -0.25829
N1 1.66064 1.27749 0.48893
N2 1.16814 -0.64119 -0.87222
N3 0.90067 -1.49439 0.09235
O1 -4.31347 2.82079 1.78468
O2 -4.06173 2.32769 -0.41167
S1 3.44300 3.21522 -0.08585
H1 1.80743 1.21114 -1.48311
H2 1.41650 3.21407 1.17676
H3 -2.71481 0.26878 1.34385
H4 -2.72362 -0.11794 -0.32661
H5 -1.33219 0.59410 0.55011
H6 1.35226 1.15662 2.52519
H7 2.04074 -0.32545 1.60118
H8 3.05906 1.08784 2.15066
H9 1.13028 -0.14109 -2.74825
H10 1.78967 -1.79450 -2.59209
H11 0.01217 -1.36246 -2.41249
H12 -1.06100 -1.60776 1.67849
H13 -2.76590 -2.21003 1.05278
H14 -1.67236 -3.63134 -0.18966
H15 -1.77196 -2.13814 -1.32356
H16 0.45136 -3.43031 0.60054
H17 0.51491 -3.23295 -1.19724
H18 1.09762 3.03271 -0.59068
H19 3.37453 3.61422 -1.36838